# 1
{"formula": "C2H6N2OS", "method": "ωB97M-V/def2-TZVPD", "lumo_energy_ev": 0.6, "gap_ev": 9.74, "de_lowest_kcal_mol": 111.7, "symbols": ["H", "N", "N", "O", "H", "C", "C", "S", "H", "H", "H", "H"], "positions_angstrom": [[-2.854, -1.756, -1.163], [-1.979, -1.916, -0.562], [-1.460, -0.800, -0.374], [-1.862, 0.326, -0.565], [-0.637, -0.717, 0.408], [1.083, 0.090, 1.101], [0.923, 1.162, 0.324], [1.325, 1.554, -1.285], [1.043, 0.081, 2.202], [1.570, -0.784, 0.775], [0.570, 2.092, 0.889], [2.278, 0.669, -1.749]], "forces_ev_per_a": [[1.3, -0.1, 0.9], [-1.0, -0.2, -1.6], [1.7, -0.2, 4.3], [-1.0, 1.5, -1.6], [-1.1, -1.1, -2.2], [0.6, 0.1, 0.8], [-0.1, 1.3, 2.5], [0.3, 0.2, -1.5], [-0.6, 0.6, -0.6], [0.5, -1.0, -0.9], [0.2, -1.2, -1.2], [-0.7, 0.1, 0.9]]}



# 2
{"formula": "C12H28N4O8SZn", "method": "ωB97M-V/def2-TZVPD", "lumo_energy_ev": 0.2, "gap_ev": 7.74, "de_lowest_kcal_mol": 0.0, "symbols": ["Zn", "S", "O", "O", "O", "O", "C", "C", "O", "N", "C", "H", "H", "H", "H", "H", "H", "H", "C", "C", "O", "N", "C", "H", "H", "H", "H", "H", "H", "H", "C", "C", "O", "N", "C", "H", "H", "H", "H", "H", "H", "H", "C", "C", "O", "N", "C", "H", "H", "H", "H", "H", "H", "H"], "positions_angstrom": [[18.998, 1.063, 19.102], [20.127, 1.880, 21.297], [19.337, 2.631, 22.274], [21.498, 1.741, 21.718], [19.493, 0.585, 20.943], [20.016, 2.537, 19.939], [15.114, 3.114, 19.260], [16.442, 2.913, 19.966], [17.128, 1.936, 19.609], [16.754, 3.667, 21.015], [16.119, 4.906, 21.388], [15.260, 3.555, 18.272], [14.405, 3.700, 19.842], [14.720, 2.115, 19.084], [17.646, 3.383, 21.477], [16.662, 5.414, 22.179], [15.112, 4.749, 21.791], [16.023, 5.562, 20.520], [21.644, -0.763, 16.231], [21.649, 0.047, 17.505], [20.624, 0.217, 18.151], [22.845, 0.462, 17.925], [22.999, 1.199, 19.175], [20.780, -1.422, 16.170], [22.498, -1.446, 16.193], [21.685, -0.148, 15.332], [23.646, -0.075, 17.638], [22.383, 2.095, 19.126], [24.028, 1.552, 19.257], [22.755, 0.632, 20.071], [18.568, 4.288, 17.346], [18.189, 2.935, 16.761], [18.630, 1.917, 17.284], [17.371, 2.863, 15.701], [16.701, 3.988, 15.055], [18.749, 5.028, 16.567], [19.477, 4.111, 17.916], [17.774, 4.611, 18.020], [17.156, 1.961, 15.312], [17.412, 4.568, 14.463], [16.289, 4.641, 15.826], [15.887, 3.655, 14.421], [18.568, -2.796, 18.944], [17.522, -1.715, 18.849], [17.842, -0.575, 18.529], [16.263, -2.059, 19.117], [15.182, -1.079, 19.095], [19.006, -3.051, 17.985], [18.168, -3.691, 19.426], [19.332, -2.421, 19.629], [16.104, -2.970, 19.505], [14.793, -0.858, 20.089], [14.371, -1.530, 18.520], [15.550, -0.174, 18.625]], "forces_ev_per_a": [[-0.3, -0.1, -0.2], [0.1, 1.3, 0.3], [-0.6, 0.1, -0.1], [0.5, -0.3, 0.1], [-0.6, -2.3, 1.0], [0.7, 1.7, -0.5], [0.2, 0.1, 0.1], [-0.2, -1.1, 0.0], [-0.8, 0.8, 0.1], [1.3, -0.3, 0.3], [-0.7, 0.1, -0.1], [0.0, 0.2, 0.1], [0.0, 0.0, -0.1], [-0.1, 0.0, 0.1], [-0.2, 0.1, -0.1], [0.3, -0.1, -0.2], [0.0, -0.1, -0.1], [0.1, 0.2, 0.2], [0.2, -0.7, -0.3], [-0.2, -1.0, 0.1], [0.2, 0.1, -0.5], [0.6, 0.1, 0.5], [0.2, 0.6, -0.1], [-0.2, 0.4, 0.2], [0.2, 0.3, 0.0], [0.0, 0.2, 0.1], [0.0, 0.1, -0.4], [-0.2, -0.2, 0.3], [0.0, -0.2, -0.1], [-0.3, 0.0, -0.1], [0.0, -0.6, -0.6], [0.3, 0.3, 0.8], [-0.2, -0.3, -1.0], [-0.7, 0.3, -0.8], [0.6, 0.4, 0.6], [-0.2, 0.1, 0.1], [-0.1, 0.1, 0.2], [0.0, 0.2, 0.0], [0.3, -0.3, 0.4], [-0.1, 0.0, -0.1], [-0.1, 0.1, -0.1], [0.0, -0.2, 0.0], [-0.2, -0.2, 1.0], [1.0, -0.1, -0.1], [-0.4, 0.0, -0.3], [-0.4, 0.4, 0.3], [-0.3, -0.7, -0.1], [0.0, 0.2, -0.1], [0.0, -0.1, -0.3], [0.2, 0.1, -0.3], [-0.1, -0.1, -0.1], [0.2, 0.1, 0.1], [-0.1, 0.3, -0.1], [0.0, 0.0, 0.0]]}



# 3
{"formula": "C6H11N", "method": "ωB97M-V/def2-TZVPD", "lumo_energy_ev": -3.0, "gap_ev": 4.04, "de_lowest_kcal_mol": 244.7, "symbols": ["C", "C", "N", "C", "C", "C", "C", "H", "H", "H", "H", "H", "H", "H", "H", "H", "H", "H"], "positions_angstrom": [[0.301, 2.128, 0.114], [0.553, 0.936, -0.925], [-0.551, 0.513, 2.057], [-0.134, -0.655, 1.151], [-0.188, -0.338, -0.360], [0.706, -1.659, -0.995], [-0.715, -1.363, -1.248], [0.044, 1.509, 1.148], [1.171, 2.812, 0.304], [0.292, 1.238, -1.935], [1.641, 0.625, -1.107], [-0.649, 0.116, 3.009], [-0.637, 2.704, -0.106], [0.953, -0.912, 1.322], [-0.689, -1.503, 1.538], [1.328, -1.718, -1.960], [-1.205, -0.782, -2.132], [-1.526, -1.973, -0.893]], "forces_ev_per_a": [[0.5, -1.3, 0.0], [0.6, 0.5, 1.6], [-0.8, -2.8, -1.7], [0.8, 2.7, 2.0], [3.0, -0.9, 1.3], [-1.1, 2.0, -2.1], [-2.3, 1.5, -2.3], [0.6, 1.9, -1.1], [-0.8, -0.7, -0.4], [-0.8, -0.4, -0.2], [-1.1, 0.8, 0.8], [0.7, 0.3, -0.3], [0.9, -0.7, 0.1], [-0.6, -0.1, 0.4], [-0.3, -0.4, -0.8], [-0.5, 0.0, 1.6], [1.4, -1.7, 0.4], [-0.2, -0.7, 0.7]]}



# 4
{"formula": "C6H13N", "method": "ωB97M-V/def2-TZVPD", "lumo_energy_ev": 1.1, "gap_ev": 9.70, "de_lowest_kcal_mol": 46.2, "symbols": ["C", "C", "C", "C", "C", "C", "N", "H", "H", "H", "H", "H", "H", "H", "H", "H", "H", "H", "H", "H"], "positions_angstrom": [[-2.248, -1.054, -0.293], [-1.191, -0.043, -0.368], [0.093, -0.268, -0.671], [0.500, -1.611, -1.280], [1.247, 0.614, -0.254], [1.118, 1.740, 0.767], [0.840, 1.307, 2.049], [-3.128, -0.892, 0.311], [-2.659, -1.488, -1.288], [-1.932, -2.009, 0.152], [-1.525, 0.897, -0.194], [0.956, -1.578, -2.250], [1.376, -2.042, -0.728], [-0.417, -2.175, -0.964], [2.005, -0.097, 0.033], [1.768, 1.056, -1.106], [2.105, 2.149, 0.931], [0.425, 2.442, 0.302], [0.763, 2.081, 2.635], [-0.096, 0.974, 2.218]], "forces_ev_per_a": [[-1.5, -3.3, -1.8], [1.2, -1.8, -0.6], [0.6, 0.0, 0.1], [-0.1, 0.0, 3.3], [0.6, 0.2, -0.9], [0.4, -0.5, -2.4], [-1.7, -1.9, 2.4], [-0.2, 1.1, 0.1], [0.5, 1.2, 1.1], [0.5, 0.2, 0.1], [-0.6, 3.0, 1.2], [-1.0, 0.1, -1.1], [-0.8, 0.3, 0.2], [1.3, -0.6, -1.7], [0.3, -0.3, 0.8], [-0.3, 0.2, -0.5], [0.3, 0.7, -1.0], [-0.1, 0.6, 0.2], [0.7, 1.8, 1.4], [-0.4, -0.9, -0.7]]}



# 5
{"formula": "C20H40NOP3SSc", "method": "ωB97M-V/def2-TZVPD", "lumo_energy_ev": [-10.1, -10.6], "gap_ev": [6.15, 5.65], "charge": 3, "de_lowest_kcal_mol": 0.0, "symbols": ["Sc", "P", "P", "P", "H", "C", "C", "H", "C", "C", "C", "C", "C", "C", "C", "C", "C", "H", "H", "H", "H", "H", "H", "H", "H", "H", "H", "H", "H", "H", "H", "H", "H", "H", "H", "H", "H", "H", "H", "H", "H", "H", "H", "H", "H", "H", "C", "C", "C", "C", "C", "C", "O", "H", "H", "H", "H", "H", "H", "S", "C", "C", "N", "C", "H", "H", "H"], "positions_angstrom": [[-1.469, 2.301, -1.970], [2.102, -1.570, 0.687], [0.792, 3.362, -1.390], [-2.071, -2.043, -0.480], [-1.155, 3.652, -4.325], [-2.030, 3.260, -3.776], [-2.581, 3.959, -2.626], [-2.240, 4.981, -2.411], [3.753, -2.252, 0.517], [2.106, 0.126, 1.254], [1.077, -2.560, 1.771], [1.085, 4.924, -2.309], [1.112, 3.811, 0.357], [2.252, 2.351, -1.819], [-3.473, -2.329, -1.633], [-2.726, -2.955, 0.983], [-0.984, -3.378, -1.149], [-2.700, 2.627, -4.386], [-3.638, 3.746, -2.322], [4.235, -2.363, 1.498], [4.372, -1.600, -0.116], [3.693, -3.240, 0.031], [2.494, 0.194, 2.282], [1.071, 0.494, 1.229], [2.731, 0.732, 0.592], [1.497, -3.569, 1.908], [0.067, -2.648, 1.350], [1.005, -2.068, 2.754], [1.913, 5.467, -1.837], [0.174, 5.537, -2.281], [1.326, 4.715, -3.360], [1.902, 4.570, 0.464], [1.397, 2.921, 0.936], [0.188, 4.214, 0.792], [3.091, 2.969, -2.174], [1.990, 1.638, -2.612], [2.577, 1.764, -0.950], [-3.870, -3.323, -1.385], [-3.111, -2.312, -2.671], [-4.257, -1.571, -1.510], [-3.614, -3.530, 0.690], [-2.995, -2.248, 1.777], [-1.950, -3.638, 1.355], [-1.615, -4.171, -1.576], [-0.338, -3.800, -0.367], [-0.347, -2.943, -1.931], [0.368, -0.681, -3.239], [1.366, -1.093, -4.177], [0.931, -1.735, -5.312], [-0.422, -1.657, -5.676], [-1.303, -0.861, -4.941], [-0.906, -0.277, -3.743], [0.610, -0.860, -1.985], [1.509, -1.480, -0.609], [2.412, -1.059, -3.875], [1.635, -2.293, -5.922], [-0.769, -2.195, -6.557], [-2.317, -0.671, -5.291], [-1.650, 0.218, -3.076], [-4.038, 0.078, 0.757], [-2.865, 0.710, 1.888], [-2.027, 1.624, 1.299], [-2.223, 1.716, -0.088], [-3.217, 0.882, -0.526], [-2.903, 0.435, 2.934], [-1.271, 2.272, 1.755], [-3.599, 0.884, -1.559]], "forces_ev_per_a": [[1.4, -2.3, 1.5], [-0.1, -0.3, -0.7], [1.9, 1.0, 0.3], [0.6, -0.6, -0.1], [-0.4, -0.1, 0.4], [-1.9, 1.9, -0.5], [-0.7, 0.7, -2.4], [0.1, -0.5, 0.2], [0.3, 0.0, 0.0], [0.1, 0.2, 0.4], [-0.2, -0.2, 0.5], [-0.5, 0.0, -0.1], [-0.5, 0.0, 0.3], [0.2, -0.5, -0.3], [0.0, 0.1, -0.1], [-0.1, 0.2, 0.2], [0.0, 0.1, -0.3], [0.4, 0.1, 0.4], [0.9, 0.1, -0.3], [-0.1, 0.0, -0.3], [-0.2, -0.1, 0.2], [-0.1, 0.3, 0.2], [-0.1, 0.0, -0.3], [0.2, -0.1, 0.0], [-0.1, -0.2, 0.3], [-0.1, 0.3, -0.1], [0.3, 0.1, 0.2], [0.1, -0.3, -0.3], [-0.2, -0.1, -0.2], [0.3, 0.0, 0.0], [0.0, 0.0, 0.3], [-0.2, -0.3, -0.2], [-0.1, 0.2, -0.2], [0.3, 0.1, 0.0], [-0.3, -0.1, 0.2], [0.2, 0.2, 0.1], [-0.1, 0.3, -0.4], [-0.1, 0.3, -0.4], [-0.2, 0.0, 0.3], [0.0, -0.3, -0.1], [0.3, 0.0, 0.3], [0.0, -0.4, 0.0], [-0.3, 0.1, 0.0], [0.4, 0.1, 0.2], [-0.2, 0.0, -0.3], [-0.2, -0.4, 0.2], [0.9, -0.2, 2.7], [0.2, -0.8, -0.6], [0.6, 0.3, 0.0], [0.3, -0.4, -0.4], [-0.7, 1.4, 0.9], [-0.9, -0.6, -0.5], [-0.7, 1.8, -2.4], [0.5, -0.4, 0.8], [-0.3, -0.3, 0.0], [-0.1, 0.2, -0.1], [0.0, 0.2, 0.2], [0.2, -0.2, -0.1], [0.4, -0.7, -0.5], [1.2, 1.0, -0.2], [-0.2, 0.7, -0.7], [-0.6, -0.8, -1.0], [-1.7, -1.4, 0.3], [0.4, 1.3, 2.1], [-0.1, 0.1, -0.1], [-0.4, -0.5, -0.1], [0.1, -0.2, 0.4]]}



# 6
{"formula": "C32H44N4O5", "method": "ωB97M-V/def2-TZVPD", "lumo_energy_ev": 0.4, "gap_ev": 8.17, "de_lowest_kcal_mol": 3.9, "symbols": ["C", "O", "C", "C", "C", "C", "N", "C", "O", "C", "C", "C", "C", "C", "O", "C", "C", "O", "N", "C", "C", "C", "C", "C", "C", "N", "C", "C", "C", "N", "C", "C", "C", "C", "C", "C", "C", "O", "C", "C", "C", "H", "H", "H", "H", "H", "H", "H", "H", "H", "H", "H", "H", "H", "H", "H", "H", "H", "H", "H", "H", "H", "H", "H", "H", "H", "H", "H", "H", "H", "H", "H", "H", "H", "H", "H", "H", "H", "H", "H", "H", "H", "H", "H", "H"], "positions_angstrom": [[-8.535, -3.567, -1.087], [-8.380, -2.238, -1.518], [-7.376, -1.491, -0.974], [-7.274, -0.178, -1.434], [-6.300, 0.670, -0.953], [-5.399, 0.219, 0.008], [-4.392, 1.027, 0.550], [-4.080, 2.316, 0.265], [-4.631, 3.024, -0.549], [-2.913, 2.775, 1.125], [-2.392, 4.228, 0.893], [-1.974, 4.359, -0.557], [-0.816, 3.717, -0.660], [-0.587, 3.147, 0.720], [-1.139, 4.156, 1.557], [0.703, 2.570, 1.281], [1.541, 1.967, 0.141], [1.096, 1.088, -0.568], [2.771, 2.500, 0.017], [3.738, 2.110, -1.007], [3.195, 2.369, -2.414], [4.243, 1.993, -3.457], [4.642, 0.528, -3.308], [5.176, 0.264, -1.905], [4.131, 0.639, -0.859], [0.220, 1.544, 2.191], [1.082, 0.975, 3.201], [1.958, -0.157, 2.657], [1.218, -1.514, 2.651], [1.595, -2.438, 1.605], [1.048, -2.110, 0.302], [1.265, -3.276, -0.657], [2.749, -3.605, -0.759], [3.299, -3.903, 0.635], [4.793, -4.210, 0.593], [3.017, -2.706, 1.544], [-1.065, 1.177, 2.007], [-1.679, 0.351, 2.650], [-1.621, 1.992, 0.858], [-5.497, -1.090, 0.465], [-6.474, -1.942, -0.017], [-8.750, -3.621, -0.015], [-9.384, -3.961, -1.644], [-7.648, -4.169, -1.310], [-7.978, 0.160, -2.178], [-6.231, 1.682, -1.315], [-3.819, 0.569, 1.251], [-3.193, 2.684, 2.179], [-3.021, 5.013, 1.300], [-2.562, 4.847, -1.307], [-0.204, 3.518, -1.516], [1.258, 3.330, 1.841], [3.031, 3.253, 0.632], [4.625, 2.734, -0.845], [2.922, 3.422, -2.513], [2.298, 1.766, -2.558], [5.125, 2.626, -3.333], [3.842, 2.171, -4.457], [3.769, -0.103, -3.487], [5.401, 0.272, -4.050], [6.084, 0.851, -1.742], [5.439, -0.791, -1.798], [4.521, 0.463, 0.147], [3.240, 0.025, -0.999], [1.703, 1.782, 3.605], [0.436, 0.596, 3.998], [2.866, -0.231, 3.259], [2.255, 0.095, 1.638], [0.146, -1.335, 2.554], [1.388, -2.014, 3.611], [1.495, -1.198, -0.129], [-0.022, -1.925, 0.422], [0.860, -3.018, -1.637], [0.728, -4.148, -0.280], [3.286, -2.753, -1.185], [2.904, -4.463, -1.417], [2.766, -4.769, 1.040], [5.166, -4.438, 1.589], [5.346, -3.355, 0.208], [4.988, -5.063, -0.052], [3.590, -1.839, 1.165], [3.364, -2.923, 2.558], [-1.669, 1.372, -0.039], [-4.800, -1.449, 1.210], [-6.519, -2.950, 0.363]], "forces_ev_per_a": [[0.0, -0.2, 0.1], [0.0, 0.3, -0.1], [0.1, 0.2, 0.0], [-0.1, -0.4, 0.1], [0.0, 0.1, 0.0], [-0.3, -0.2, -0.1], [0.1, -0.3, 0.2], [0.5, 0.0, 0.6], [-0.2, 0.2, -0.2], [0.0, 0.2, 0.0], [-0.6, 0.0, -0.2], [0.2, 0.2, 0.1], [0.1, 0.2, 0.2], [0.0, -0.3, -0.3], [0.2, -0.2, 0.4], [-0.2, 0.0, -0.1], [0.1, 0.5, 0.5], [-0.3, -0.2, -0.2], [0.3, 0.3, 0.0], [-0.3, -0.3, -0.2], [0.3, 0.2, 0.0], [-0.2, -0.2, 0.0], [0.3, 0.2, 0.0], [-0.2, -0.1, 0.0], [0.3, 0.1, 0.0], [0.4, 0.2, 0.0], [0.2, -0.2, 0.1], [-0.2, -0.1, 0.1], [0.0, 0.2, 0.0], [0.0, -0.1, 0.0], [-0.1, -0.2, -0.2], [0.1, 0.3, -0.1], [-0.3, -0.2, 0.3], [0.3, 0.2, -0.1], [-0.3, 0.0, 0.1], [-0.1, -0.4, 0.0], [-0.4, 0.3, -0.5], [-0.3, -0.3, 0.2], [0.2, 0.0, 0.3], [0.1, 0.3, -0.1], [-0.3, -0.2, -0.1], [0.0, 0.0, 0.0], [0.1, 0.0, 0.1], [0.0, 0.0, 0.0], [-0.1, 0.1, -0.1], [0.0, 0.0, 0.0], [0.0, 0.2, 0.0], [0.0, 0.0, -0.1], [0.0, 0.0, 0.0], [-0.1, 0.0, -0.3], [0.1, -0.1, -0.3], [0.0, 0.0, -0.1], [-0.1, -0.1, 0.0], [-0.1, 0.0, 0.0], [-0.1, 0.0, 0.0], [0.0, 0.0, 0.0], [0.1, 0.1, -0.1], [0.1, 0.1, 0.0], [0.0, -0.1, -0.1], [0.0, -0.1, 0.0], [0.1, 0.0, 0.0], [0.1, 0.0, 0.0], [-0.1, 0.0, 0.0], [0.0, 0.0, 0.1], [-0.1, 0.0, 0.0], [0.1, 0.1, 0.0], [0.1, 0.0, 0.0], [0.1, 0.0, 0.0], [0.0, 0.0, 0.1], [-0.1, 0.1, 0.0], [0.0, 0.0, 0.0], [0.0, 0.1, 0.0], [-0.1, 0.0, 0.0], [-0.1, 0.0, 0.0], [0.1, 0.1, -0.1], [0.1, 0.0, -0.1], [0.0, 0.0, 0.0], [0.1, 0.0, 0.1], [0.1, 0.1, -0.1], [0.1, -0.1, -0.1], [0.1, 0.0, 0.0], [0.1, 0.0, 0.0], [0.1, 0.0, 0.1], [0.1, 0.0, 0.1], [0.0, -0.1, 0.0]]}